The following is a DFT calculation (ωB97M-V with the def2-TZVPD basis set) of a molecular structure, C41H59MgN2OP2SbSi2.

CARTESIAN COORDINATES (ANGSTROEM)
Mg  -0.62  0.22  -0.96
C  2.01  -2.33  -1.45
Si  0.54  -3.12  -0.62
C  1.23  -4.23  0.72
C  -0.40  -4.20  -1.82
N  -0.56  -1.94  0.00
P  -0.75  -1.36  1.46
C  0.27  0.09  1.68
P  -0.32  1.78  1.58
N  -0.86  2.02  0.09
Si  -1.31  3.50  -0.72
C  -3.08  3.36  -1.31
C  -1.11  4.99  0.38
C  -0.21  3.73  -2.21
C  -1.56  2.10  2.85
C  -1.25  1.85  4.18
C  -2.19  2.07  5.18
C  -3.45  2.53  4.84
C  -3.78  2.77  3.51
C  -2.84  2.55  2.52
C  1.09  2.85  1.95
C  1.13  3.74  3.01
C  2.24  4.55  3.20
C  3.31  4.47  2.33
C  3.28  3.59  1.26
C  2.17  2.79  1.06
C  -0.49  -2.48  2.85
C  0.49  -2.29  3.82
C  0.65  -3.21  4.84
C  -0.17  -4.32  4.91
C  -1.16  -4.52  3.96
C  -1.32  -3.60  2.93
C  -2.51  -0.91  1.63
C  -3.29  -0.78  0.48
C  -4.62  -0.41  0.58
C  -5.20  -0.22  1.82
C  -4.44  -0.39  2.97
C  -3.10  -0.73  2.87
H  2.82  -3.05  -1.60
H  2.41  -1.52  -0.83
H  1.75  -1.92  -2.43
H  1.88  -4.95  0.22
H  0.46  -4.78  1.26
H  1.83  -3.68  1.44
H  0.26  -4.89  -2.35
H  -0.91  -3.58  -2.56
H  -1.15  -4.78  -1.29
H  -3.79  3.73  -0.57
H  -3.33  2.31  -1.51
H  -3.23  3.92  -2.23
H  -1.54  4.85  1.38
H  -1.61  5.83  -0.08
H  -0.06  5.25  0.51
H  -0.46  3.02  -3.00
H  0.84  3.59  -1.95
H  -0.32  4.74  -2.62
H  -0.26  1.47  4.44
H  -1.93  1.87  6.21
H  -4.19  2.70  5.62
H  -4.77  3.11  3.25
H  -3.10  2.70  1.48
H  0.29  3.81  3.70
H  2.26  5.25  4.03
H  4.17  5.11  2.48
H  4.11  3.53  0.57
H  2.14  2.12  0.21
H  1.13  -1.42  3.77
H  1.42  -3.05  5.58
H  -0.03  -5.04  5.71
H  -1.80  -5.38  4.01
H  -2.09  -3.76  2.19
H  -2.87  -1.01  -0.49
H  -5.21  -0.30  -0.32
H  -6.25  0.05  1.90
H  -4.89  -0.26  3.95
H  -2.51  -0.85  3.78
O  2.76  -0.45  1.75
C  1.59  -0.21  1.69
C  -3.38  -0.22  -3.75
C  -2.23  0.45  -4.50
C  -2.57  0.59  -5.98
Sb  -0.38  -0.62  -4.05
C  1.07  0.97  -4.39
C  0.74  1.95  -5.50
C  2.47  0.39  -4.54
C  -0.17  -1.79  -5.91
C  0.15  -1.08  -7.22
C  0.86  -2.89  -5.65
H  -4.31  0.33  -3.90
H  -3.19  -0.27  -2.68
H  -3.55  -1.24  -4.10
H  -2.06  1.44  -4.08
H  -2.69  -0.39  -6.46
H  -1.82  1.14  -6.53
H  -3.52  1.12  -6.09
H  1.03  1.51  -3.44
H  0.73  1.49  -6.49
H  1.49  2.75  -5.53
H  -0.23  2.43  -5.36
H  2.58  -0.20  -5.45
H  2.75  -0.24  -3.70
H  3.21  1.20  -4.59
H  -1.16  -2.25  -6.00
H  1.13  -0.61  -7.19
H  -0.58  -0.32  -7.49
H  0.17  -1.81  -8.04
H  1.86  -2.48  -5.54
H  0.90  -3.60  -6.49
H  0.64  -3.46  -4.75

Results
* energy above the lowest of the compared OMol25 structures with the same formula, charge and spin: 49.1 kcal per mole
* lowest unoccupied orbital energy (spin up / spin down): 0.1 / 0.5 eV
* HOMO (spin up / spin down): -4.9 / -4.4 eV
* frontier orbital gap (spin up / spin down): 5.04 / 4.96 eV

Here are the Mulliken charges for atoms 1 to 8, given in e:
1 Mg 2.97
2 C -0.40
3 Si 0.06
4 C -1.15
5 C -0.80
6 N -0.01
7 P 0.30
8 C 1.10

The following is a DFT calculation (ωB97M-V with the def2-TZVPD basis set) of 4 unconnected molecules or ions with the total composition C41H60BClIN2O10PS2.

CARTESIAN COORDINATES (ANGSTROEM)
C  -1.41  -4.00  2.27
C  -0.31  -4.45  1.56
C  0.34  -3.71  0.40
C  0.55  -2.21  0.68
O  -0.39  -1.25  0.21
C  -1.00  -1.21  -1.09
P  -2.55  -2.31  -0.91
S  -4.21  -1.76  -1.74
C  -0.10  -1.65  -2.27
I  -1.13  -2.60  -3.94
C  0.76  -0.54  -2.91
C  2.05  -1.11  -3.56
C  -1.46  0.28  -1.14
C  -2.13  0.72  -2.47
C  -1.41  1.85  -3.25
C  -2.39  2.97  -3.61
S  -1.52  4.48  -4.15
O  -2.37  0.43  -0.08
C  -2.14  1.24  1.09
C  -3.27  2.30  1.10
C  -3.48  3.15  2.35
N  -2.67  4.40  2.38
C  -2.48  0.24  2.24
C  -3.82  -0.48  2.11
C  -3.96  -1.57  3.19
O  -4.77  -2.64  2.71
C  -0.69  1.70  1.35
Cl  -0.41  2.20  3.08
C  0.03  2.73  0.47
C  -0.75  3.82  -0.24
B  2.10  -1.86  0.44
O  2.75  -2.14  -0.75
N  2.87  -1.29  1.55
C  4.30  -1.57  1.40
C  2.65  0.16  1.67
H  -1.40  -3.57  3.26
H  -2.38  -4.14  1.80
H  0.15  -5.39  1.87
H  1.33  -4.16  0.33
H  -0.13  -3.92  -0.57
H  0.49  -2.15  1.76
H  -2.19  -3.62  -1.30
H  -2.71  -2.41  0.49
H  0.60  -2.43  -2.00
H  0.20  -0.15  -3.74
H  1.05  0.24  -2.21
H  2.30  -2.09  -3.20
H  2.87  -0.39  -3.44
H  1.90  -1.21  -4.63
H  -0.52  0.81  -1.08
H  -2.41  -0.10  -3.12
H  -3.08  1.17  -2.17
H  -0.58  2.26  -2.68
H  -1.09  1.45  -4.20
H  -2.96  3.22  -2.71
H  -3.09  2.63  -4.36
H  -0.27  4.01  -4.34
H  -3.19  2.99  0.27
H  -4.21  1.78  0.91
H  -3.35  2.62  3.29
H  -4.52  3.46  2.34
H  -3.31  5.18  2.41
H  -2.20  4.44  3.28
H  -1.69  -0.51  2.23
H  -2.48  0.71  3.22
H  -4.60  0.24  2.32
H  -4.05  -0.90  1.13
H  -4.52  -1.13  4.02
H  -2.99  -1.90  3.56
H  -4.21  -3.37  2.44
H  -0.10  0.79  1.30
H  0.79  3.22  1.07
H  0.62  2.20  -0.29
H  -1.51  3.40  -0.88
H  -1.14  4.58  0.41
H  -0.06  4.33  -0.91
H  3.10  -1.30  -1.11
H  4.47  -2.60  1.09
H  4.82  -1.46  2.35
H  4.79  -0.91  0.68
H  3.41  0.55  2.35
H  1.70  0.34  2.17
H  2.75  0.71  0.73
O  1.11  -6.87  3.52
C  0.34  -7.27  4.37
C  -0.58  -6.33  5.04
C  -1.43  -6.75  5.98
C  -1.49  -8.18  6.38
O  -2.26  -8.56  7.23
C  -0.57  -9.12  5.69
C  0.28  -8.70  4.76
H  -0.51  -5.30  4.73
H  -2.11  -6.08  6.49
H  -0.63  -10.15  6.00
H  0.96  -9.36  4.25
O  6.62  -0.28  -0.37
C  7.73  -0.63  -0.03
C  8.88  0.31  -0.09
C  10.10  -0.07  0.28
C  10.36  -1.45  0.77
O  11.47  -1.80  1.11
C  9.21  -2.39  0.83
C  7.99  -2.00  0.46
H  8.67  1.30  -0.45
H  10.95  0.59  0.24
H  9.42  -3.38  1.19
H  7.14  -2.67  0.50
O  -5.41  9.45  -6.68
C  -4.30  9.07  -6.41
C  -3.11  9.95  -6.60
C  -1.89  9.52  -6.30
C  -1.65  8.15  -5.78
O  -0.53  7.77  -5.51
C  -2.83  7.27  -5.59
C  -4.06  7.70  -5.89
H  -3.31  10.94  -6.98
H  -1.01  10.15  -6.43
H  -2.63  6.28  -5.21
H  -4.93  7.08  -5.76

Results
* structure (SMILES): C=CC[C@H](O[C@]([PH2]=S)([C@@H](I)CC)[C@@H](CCCS)O[C@@](CCN)(CCCO)[C@H](Cl)CC)B(O)N(C)C.O=C1C=CC(=O)C=C1.O=C1C=CC(=O)C=C1.O=C1C=CC(=O)C=C1
* lowest unoccupied orbital energy: -1.9 eV
* HOMO: -7.9 eV
* frontier orbital gap: 6.03 eV

Here are the Mulliken charges for atoms 1 to 8, given in e:
1 C -0.50
2 C -0.79
3 C -0.95
4 C -0.44
5 O 1.18
6 C 0.13
7 P 0.29
8 S -0.40

The following is a DFT calculation (ωB97M-V with the def2-TZVPD basis set) of a molecular structure, C41H60BrNNaO3P2Si2.

CARTESIAN COORDINATES (ANGSTROEM)
Na  0.28  -0.22  0.32
O  2.27  -0.16  -0.22
P  3.36  0.84  0.00
C  2.67  2.45  0.52
P  1.04  2.84  -0.17
O  0.02  1.82  0.24
C  1.26  2.90  -1.95
C  0.83  1.83  -2.72
C  1.07  1.81  -4.08
C  1.73  2.87  -4.68
C  2.14  3.96  -3.92
C  1.90  3.98  -2.56
C  0.61  4.49  0.36
C  -0.71  4.89  0.16
C  -1.11  6.15  0.53
C  -0.21  7.03  1.12
C  1.10  6.64  1.34
C  1.51  5.37  0.96
C  4.43  0.33  1.35
C  5.72  0.85  1.50
C  6.49  0.47  2.59
C  5.98  -0.42  3.52
C  4.70  -0.94  3.37
C  3.93  -0.56  2.28
C  4.37  1.11  -1.45
C  4.47  0.06  -2.36
C  5.29  0.18  -3.47
C  6.02  1.34  -3.68
C  5.92  2.39  -2.78
C  5.10  2.28  -1.67
H  3.37  3.25  0.31
H  2.53  2.40  1.61
H  0.31  1.01  -2.25
H  0.73  0.98  -4.68
H  1.91  2.86  -5.75
H  2.64  4.79  -4.39
H  2.21  4.84  -1.98
H  -1.42  4.21  -0.29
H  -2.14  6.46  0.37
H  -0.53  8.02  1.41
H  1.80  7.32  1.80
H  2.53  5.07  1.15
H  6.13  1.52  0.77
H  7.48  0.86  2.71
H  6.58  -0.72  4.37
H  4.31  -1.65  4.08
H  2.94  -0.99  2.15
H  3.90  -0.84  -2.20
H  5.36  -0.63  -4.17
H  6.65  1.43  -4.54
H  6.49  3.30  -2.94
H  5.04  3.11  -0.99
C  -7.05  -1.33  1.42
C  -5.61  -1.57  0.94
C  -4.72  -1.72  2.17
C  -5.58  -2.95  0.26
Si  -5.07  -0.18  -0.27
Br  -2.79  -0.28  -0.36
C  -5.62  -0.47  -2.08
C  -4.85  -1.60  -2.77
C  -7.12  -0.81  -2.13
C  -5.39  0.78  -2.94
C  -5.39  1.61  0.36
C  -4.44  2.65  -0.26
C  -6.83  2.05  0.06
C  -5.18  1.74  1.88
H  -7.36  -2.19  2.02
H  -7.76  -1.23  0.61
H  -7.14  -0.46  2.06
H  -5.16  -2.47  2.83
H  -4.61  -0.81  2.75
H  -3.73  -2.07  1.90
H  -5.81  -3.71  1.01
H  -4.60  -3.18  -0.14
H  -6.31  -3.05  -0.54
H  -4.97  -2.57  -2.30
H  -3.79  -1.38  -2.83
H  -5.23  -1.69  -3.79
H  -7.34  -1.77  -1.67
H  -7.42  -0.89  -3.18
H  -7.75  -0.06  -1.67
H  -4.35  1.10  -2.93
H  -6.01  1.62  -2.65
H  -5.65  0.54  -3.97
H  -4.50  2.71  -1.34
H  -3.41  2.46  0.01
H  -4.72  3.63  0.14
H  -7.02  2.13  -1.01
H  -7.00  3.03  0.49
H  -7.57  1.38  0.48
H  -4.16  1.46  2.17
H  -5.87  1.15  2.47
H  -5.32  2.78  2.16
C  -1.25  0.77  6.03
Si  -0.10  0.25  4.67
C  0.94  -1.23  5.13
C  1.00  1.67  4.12
C  -1.17  -0.20  3.12
H  -0.71  1.12  6.91
H  -1.88  -0.06  6.34
H  -1.91  1.58  5.71
H  1.56  -0.98  5.99
H  1.60  -1.53  4.33
H  0.32  -2.09  5.40
H  1.45  2.17  4.97
H  0.43  2.41  3.56
H  1.81  1.30  3.49
H  -2.22  -0.15  3.40
H  -0.92  0.53  2.35
O  -0.02  -1.64  1.87
N  -0.92  -1.56  2.69

Results
* lowest unoccupied orbital energy: -2.5 eV
* charge: +1
* HOMO: -11.5 eV
* frontier orbital gap: 9.02 eV

Here are the Mulliken charges for atoms 1 to 8, given in e:
1 Na 1.00
2 O -0.97
3 P 1.77
4 C -1.54
5 P 1.04
6 O -0.14
7 C 0.36
8 C -0.04

The following is a DFT calculation (ωB97M-V with the def2-TZVPD basis set) of a molecular structure, C41H61As4N3O2STc.

CARTESIAN COORDINATES (ANGSTROEM)
Tc  -1.28  -0.50  -1.95
C  -2.57  -1.23  3.35
As  -1.78  -0.24  1.87
C  -0.01  -0.07  2.65
C  -2.31  1.61  2.25
C  -3.69  2.10  1.81
C  -3.85  3.57  2.23
C  -3.84  2.13  0.28
As  -3.45  0.64  -0.92
C  -4.70  -0.76  -0.45
C  -4.43  1.33  -2.45
C  -4.83  1.25  2.40
As  -5.24  1.03  4.35
C  -6.43  2.57  4.53
C  -3.76  1.80  5.37
H  -2.31  -0.77  4.30
H  -2.15  -2.24  3.34
H  -3.65  -1.31  3.28
H  -0.07  0.61  3.50
H  0.71  0.32  1.92
H  0.33  -1.04  2.99
H  -1.53  2.22  1.77
H  -2.19  1.75  3.32
H  -3.06  4.19  1.79
H  -3.79  3.67  3.31
H  -4.82  3.97  1.91
H  -3.27  2.95  -0.15
H  -4.89  2.32  0.03
H  -5.66  -0.29  -0.23
H  -4.39  -1.33  0.43
H  -4.83  -1.43  -1.30
H  -5.46  1.52  -2.15
H  -4.43  0.61  -3.27
H  -3.98  2.26  -2.80
H  -4.75  0.23  2.04
H  -5.78  1.64  2.03
H  -7.29  2.45  3.88
H  -5.93  3.51  4.30
H  -6.78  2.60  5.56
H  -2.89  1.15  5.39
H  -4.14  1.86  6.39
H  -3.45  2.80  5.06
O  -1.97  -2.25  -0.86
C  -1.79  -3.52  -1.53
C  -0.82  -3.34  -2.66
C  -0.33  -4.44  -3.34
C  0.56  -4.25  -4.37
C  0.96  -2.96  -4.71
C  0.45  -1.91  -4.00
N  -0.43  -2.09  -2.99
H  -2.34  -2.33  0.03
H  -2.75  -3.87  -1.92
H  -1.42  -4.26  -0.83
H  -0.66  -5.44  -3.05
H  0.95  -5.11  -4.92
H  1.66  -2.78  -5.51
H  0.72  -0.89  -4.22
C  6.66  0.66  -4.84
C  5.49  0.27  -3.97
C  5.46  -0.94  -3.30
C  4.39  -1.31  -2.49
C  4.44  -2.67  -1.83
C  3.31  -0.42  -2.33
As  1.93  -1.25  -1.22
N  0.41  0.07  -1.05
C  0.56  1.35  -0.51
C  -0.41  2.35  -0.70
C  -0.23  3.63  -0.21
C  0.92  3.96  0.50
C  1.89  2.98  0.71
C  1.72  1.71  0.20
C  2.65  -1.40  0.61
C  3.77  -0.74  1.15
C  4.63  0.30  0.45
C  4.18  -1.05  2.45
C  3.55  -2.01  3.22
C  4.00  -2.31  4.63
C  2.48  -2.69  2.65
C  2.02  -2.40  1.38
C  0.84  -3.22  0.89
C  3.27  0.77  -3.08
C  2.11  1.74  -3.12
C  4.38  1.09  -3.87
H  7.45  -0.09  -4.81
H  7.09  1.61  -4.51
H  6.35  0.79  -5.88
H  6.29  -1.63  -3.40
H  5.34  -3.21  -2.14
H  3.58  -3.29  -2.11
H  4.46  -2.61  -0.74
H  -1.29  2.16  -1.29
H  -0.99  4.38  -0.41
H  1.06  4.96  0.88
H  2.80  3.22  1.24
H  2.50  0.99  0.35
H  4.29  0.57  -0.54
H  5.65  -0.07  0.36
H  4.68  1.21  1.06
H  5.04  -0.53  2.85
H  4.91  -1.77  4.89
H  4.18  -3.37  4.76
H  3.22  -2.02  5.35
H  1.98  -3.47  3.23
H  0.59  -3.98  1.63
H  1.06  -3.72  -0.06
H  -0.03  -2.58  0.75
H  1.15  1.23  -3.00
H  2.10  2.25  -4.08
H  2.18  2.50  -2.35
H  4.35  2.02  -4.43
O  -2.02  3.17  -3.53
S  -1.41  2.01  -4.14
N  -1.16  0.79  -3.33

Results
* lowest unoccupied orbital energy (spin up / spin down): -6.7 / -7.1 eV
* charge: +2
* HOMO (spin up / spin down): -12.5 / -12.5 eV
* 2S+1: 4
* frontier orbital gap (spin up / spin down): 5.77 / 5.43 eV

Here are the Mulliken charges for atoms 1 to 8, given in e:
1 Tc -0.45
2 C -1.39
3 As 0.89
4 C -1.19
5 C -1.77
6 C 2.64
7 C -1.91
8 C -2.15